Arrangement w

{
  "formula": "C2H2O3S",
  "method": "ωB97M-V with the def2-TZVPD basis set",
  "elements": ["O", "S", "O", "C", "C", "O", "H", "H"],
  "xyz": [[-3.869, -1.053, -0.333], [-2.975, 0.103, -0.150], [-3.530, 1.337, 0.238], [-1.623, -0.440, 0.923], [-0.206, -0.104, 0.230], [-0.933, -1.394, 0.200], [-0.382, 0.343, -0.708], [0.740, 0.180, 0.830]],
  "lowdin_charge": [-0.337, 0.823, -0.322, -0.188, -0.074, -0.105, 0.063, 0.139],
  "homo_ev": [-10.2, -10.2],
  "smiles": "O=S(=O)=C1CO1",
  "homo_lumo_gap_ev": [7.90, 7.91],
  "multiplicity": 1
}


Arrangement x

{
  "formula": "C2H2O3S",
  "method": "ωB97M-V with the def2-TZVPD basis set",
  "elements": ["C", "C", "O", "O", "O", "S", "H", "H"],
  "xyz": [[2.044, -0.574, 0.355], [-1.145, -0.005, -0.640], [2.896, -0.839, -0.375], [-3.662, 0.029, -0.101], [0.084, -0.413, -0.654], [-2.443, -0.700, 0.257], [1.689, -0.689, 1.479], [-1.576, 0.950, -1.273]],
  "lowdin_charge": [-0.015, -0.521, 0.134, -0.579, -0.196, 0.903, 0.140, 0.134],
  "homo_ev": [-9.1, -7.3],
  "homo_lumo_gap_ev": [8.85, 5.08],
  "multiplicity": 1
}


Arrangement y

{
  "formula": "C2H2O3S",
  "method": "ωB97M-V with the def2-TZVPD basis set",
  "elements": ["O", "S", "O", "C", "C", "O", "H", "H"],
  "xyz": [[-0.407, 1.893, -1.085], [-0.461, 1.346, 0.213], [-1.110, 2.056, 1.208], [-0.662, -0.344, 0.269], [0.584, -1.213, 0.087], [0.194, -0.772, -1.179], [1.553, -0.677, 0.336], [0.308, -2.289, 0.150]],
  "lowdin_charge": [-0.256, 0.771, -0.264, -0.085, -0.280, -0.141, 0.132, 0.124],
  "homo_ev": [-10.6, -10.6],
  "smiles": "O=S(=O)=C1CO1",
  "homo_lumo_gap_ev": [8.60, 8.60],
  "multiplicity": 1
}


Arrangement z

{
  "formula": "C2H2O3S",
  "method": "ωB97M-V with the def2-TZVPD basis set",
  "elements": ["C", "C", "O", "O", "O", "S", "H", "H"],
  "xyz": [[0.609, 0.810, -0.164], [-0.106, -0.211, -0.562], [0.023, -0.059, 2.674], [-0.179, -1.285, 0.382], [-0.734, -0.427, -1.724], [0.851, -0.495, 1.596], [1.181, 1.797, -0.251], [-1.645, -0.130, -1.952]],
  "lowdin_charge": [0.023, -0.600, -0.478, -0.286, 0.075, 1.018, 0.097, 0.151],
  "homo_ev": -9.4,
  "homo_lumo_gap_ev": 9.44,
  "multiplicity": 1
}


Stability summary - winner: arrangement z; margin: 1.225 eV.


Arrangement w

{
  "formula": "H2N3O2S",
  "method": "ωB97M-V with the def2-TZVPD basis set",
  "elements": ["N", "N", "N", "O", "O", "S", "H", "H"],
  "xyz": [[1.351, 0.909, -0.524], [-0.595, -0.800, 0.179], [-1.765, -0.370, 0.400], [-2.424, -0.771, 1.308], [1.405, 1.876, 0.252], [1.906, 0.848, -2.089], [0.117, -0.242, -0.326], [0.003, -1.450, 0.800]],
  "lowdin_charge": [-0.800, 0.037, -0.261, -0.115, -0.247, 0.256, -0.011, 0.141],
  "homo_ev": -3.5,
  "homo_lumo_gap_ev": 7.54,
  "total_charge": -1,
  "multiplicity": 1
}


Arrangement x

{
  "formula": "H2N3O2S",
  "method": "ωB97M-V with the def2-TZVPD basis set",
  "elements": ["N", "N", "N", "O", "O", "S", "H", "H"],
  "xyz": [[0.750, -0.876, -0.906], [-0.162, 0.797, -0.337], [1.432, 0.137, -0.419], [-0.511, 0.546, 0.793], [1.725, -0.094, 0.823], [2.546, 0.886, -1.492], [0.517, -1.470, -0.164], [0.879, 0.225, 1.222]],
  "lowdin_charge": [-0.027, 0.011, -0.971, -0.180, -0.107, 0.231, 0.020, 0.023],
  "homo_ev": [-3.2, -3.2],
  "homo_lumo_gap_ev": [7.31, 7.35],
  "total_charge": -1,
  "multiplicity": 1
}


Stability summary - winner: arrangement w; margin: 2.798 eV.


Arrangement w

{
  "formula": "C3H8N5",
  "method": "ωB97M-V with the def2-TZVPD basis set",
  "elements": ["C", "N", "C", "C", "N", "N", "N", "N", "H", "H", "H", "H", "H", "H", "H", "H"],
  "xyz": [[2.112, -2.009, 0.273], [2.287, -0.866, 0.253], [2.081, 0.468, 0.117], [0.628, 0.707, -0.633], [-0.487, 0.089, 0.026], [-1.243, -0.733, -0.853], [-2.259, -1.249, -0.458], [-3.036, -1.054, 0.596], [2.067, -3.117, 0.322], [2.731, 1.017, -0.607], [2.187, 0.973, 1.084], [0.564, 1.871, -0.532], [0.621, 0.420, -1.704], [-0.847, 0.742, 0.699], [-3.885, -1.553, 0.538], [-3.003, -0.307, 1.410]],
  "lowdin_charge": [0.343, 0.104, -0.132, -0.163, -0.089, -0.035, -0.135, 0.033, 0.162, 0.154, 0.145, 0.148, 0.125, 0.107, 0.076, 0.156],
  "homo_ev": -12.3,
  "smiles": "C#[N+]CCN/N=N\\N",
  "homo_lumo_gap_ev": 7.84,
  "total_charge": 1,
  "multiplicity": 1
}


Arrangement x

{
  "formula": "C3H8N5",
  "method": "ωB97M-V with the def2-TZVPD basis set",
  "elements": ["N", "C", "C", "N", "N", "C", "N", "N", "H", "H", "H", "H", "H", "H", "H", "H"],
  "xyz": [[2.838, 0.440, -1.682], [1.940, 0.248, -1.046], [0.856, -0.317, -0.306], [-0.269, -0.708, -1.414], [-1.033, -1.736, -0.928], [0.258, 0.700, 0.564], [0.923, 0.912, 1.709], [-0.638, 1.564, 0.139], [1.111, -1.168, 0.221], [0.332, -1.043, -2.193], [-1.197, -2.379, -1.652], [-1.864, -1.400, -0.475], [1.696, 0.266, 1.787], [0.763, 1.474, 2.516], [-0.903, 1.590, -0.837], [-0.791, 2.514, 0.476]],
  "lowdin_charge": [0.236, -0.187, -0.201, -0.070, 0.004, -0.300, 0.247, 0.243, 0.133, 0.137, 0.085, 0.091, 0.138, 0.145, 0.138, 0.160],
  "homo_ev": -12.9,
  "smiles": "N#C[C@H](NN)C(N)=[NH2+]",
  "homo_lumo_gap_ev": 8.46,
  "total_charge": 1,
  "multiplicity": 1
}


Stability summary - winner: arrangement x; margin: 3.294 eV.


Arrangement w

{
  "formula": "C16H17N",
  "method": "ωB97M-V with the def2-TZVPD basis set",
  "elements": ["C", "C", "C", "N", "C", "C", "C", "C", "C", "C", "H", "H", "H", "H", "H", "H", "H", "H", "H", "C", "C", "C", "C", "C", "C", "C", "H", "H", "H", "H", "H", "H", "H", "H"],
  "xyz": [[3.287, -2.994, 3.328], [3.239, -1.403, 3.235], [3.181, -0.434, 4.231], [2.853, 0.797, 3.590], [2.314, 0.532, 2.305], [1.547, 1.345, 1.450], [0.844, 0.669, 0.491], [1.185, -0.660, 0.059], [2.027, -1.425, 0.779], [2.607, -0.758, 1.944], [2.759, -3.511, 2.534], [3.072, -3.338, 4.335], [4.396, -3.152, 3.133], [3.541, -0.694, 5.347], [2.452, 1.408, 4.178], [1.266, 2.456, 1.730], [-0.021, 1.126, 0.108], [0.852, -0.984, -0.812], [2.421, -2.466, 0.398], [-4.408, 1.494, -4.922], [-3.751, 1.016, -3.700], [-2.868, 1.856, -3.050], [-2.215, 1.395, -1.977], [-2.294, 0.103, -1.697], [-3.087, -0.850, -2.333], [-3.848, -0.366, -3.367], [-3.734, 1.324, -5.772], [-4.799, 2.570, -4.749], [-5.353, 0.796, -5.090], [-2.695, 3.000, -3.256], [-1.453, 1.984, -1.310], [-1.649, -0.340, -0.817], [-3.036, -1.868, -1.887], [-4.555, -1.019, -3.849]],
  "lowdin_charge": [-0.052, -0.171, -0.076, 0.059, -0.239, -0.022, -0.084, -0.105, -0.031, -0.108, 0.046, 0.057, 0.083, 0.160, 0.078, 0.147, 0.051, 0.047, 0.146, -0.086, -0.317, -0.082, -0.153, -0.149, -0.083, -0.048, 0.082, 0.106, 0.111, 0.155, 0.134, 0.125, 0.118, 0.102],
  "homo_ev": -8.0,
  "smiles": "Cc1c[nH]c2ccccc12.Cc1ccccc1",
  "homo_lumo_gap_ev": 8.93,
  "multiplicity": 1
}


Arrangement x

{
  "formula": "C16H17N",
  "method": "ωB97M-V with the def2-TZVPD basis set",
  "elements": ["C", "C", "C", "N", "C", "C", "C", "C", "C", "C", "H", "H", "H", "H", "H", "H", "H", "H", "H", "C", "C", "C", "C", "C", "C", "C", "H", "H", "H", "H", "H", "H", "H", "H"],
  "xyz": [[0.885, -3.069, -1.090], [1.721, -2.088, -0.388], [2.877, -1.468, -0.815], [3.221, -0.404, 0.049], [2.477, -0.522, 1.199], [2.505, 0.203, 2.398], [1.524, -0.084, 3.323], [0.492, -1.010, 2.995], [0.436, -1.644, 1.790], [1.440, -1.425, 0.842], [1.092, -3.190, -2.142], [-0.180, -2.978, -0.858], [1.106, -4.113, -0.737], [3.428, -1.410, -1.741], [4.157, -0.054, -0.050], [3.251, 0.957, 2.594], [1.572, 0.298, 4.338], [-0.195, -1.354, 3.769], [-0.327, -2.338, 1.486], [-3.622, 1.672, -2.785], [-2.398, 1.753, -1.838], [-1.929, 2.935, -1.258], [-1.170, 2.936, -0.103], [-0.792, 1.738, 0.477], [-1.162, 0.556, -0.149], [-2.094, 0.560, -1.188], [-3.402, 0.818, -3.429], [-3.479, 2.497, -3.497], [-4.526, 1.567, -2.213], [-2.124, 3.854, -1.790], [-1.070, 3.850, 0.444], [-0.290, 1.716, 1.441], [-0.850, -0.373, 0.339], [-2.574, -0.387, -1.413]],
  "lowdin_charge": [-0.054, -0.232, -0.033, 0.066, -0.203, -0.029, -0.094, -0.097, -0.074, -0.174, 0.072, 0.075, 0.094, 0.116, 0.141, 0.104, 0.098, 0.102, 0.110, -0.047, -0.269, -0.065, -0.094, -0.081, -0.072, -0.060, 0.068, 0.075, 0.076, 0.103, 0.095, 0.100, 0.073, 0.110],
  "homo_ev": -7.9,
  "smiles": "Cc1c[nH]c2ccccc12.Cc1ccccc1",
  "homo_lumo_gap_ev": 8.83,
  "multiplicity": 1
}


Stability summary - winner: arrangement x; margin: 2.574 eV.